Record 1
Entry from the OMol25 dataset: 2 unconnected molecules or ions with the total composition CH2F2O2PS in a non-equilibrium geometry (wB97M-V/def2-TZVPD).

The geometry in XYZ format:
```
9
Properties=species:S:1:pos:R:3
S 1.77557 -0.35245 -1.29968
P -1.75395 -0.11566 0.76770
F -0.66866 1.82398 -0.51769
F -0.31154 1.95099 1.60079
O 0.96361 -1.51580 -1.78111
O 2.91945 -0.77322 -0.44104
C -0.35062 1.03416 0.52139
H -1.56799 -0.86849 -0.28329
H -1.00586 -1.18351 1.43293
```

Calculated values
HOMO-LUMO gap (spin up / spin down), eV: 5.5 / 7.3
E_HOMO (spin up / spin down), eV: -2.316 / -3.594
Net charge: -1
Energy above the lowest of the compared OMol25 structures with the same formula, charge and spin, eV: 5.600
Lowest unoccupied orbital energy (spin up / spin down), eV: 3.2 / 3.7

Record 2
Entry from the OMol25 dataset: a gas-phase ion, C8H14BClF5 (charge -1) in a non-equilibrium geometry (wB97M-V/def2-TZVPD).

The geometry in XYZ format:
```
29
Properties=species:S:1:pos:R:3
Cl -1.70596 1.19130 0.30769
F 1.64221 0.88776 4.32212
F 0.20690 0.04303 2.89120
F 1.07953 2.05103 2.55187
F 3.44262 1.08460 2.02847
F 3.04572 -0.77285 3.09314
C -3.62313 -0.94731 -0.64241
C -2.42316 -0.72048 -1.56889
C 1.33127 0.79307 2.99585
C 1.66085 0.38180 -0.17138
C 2.50596 0.13179 2.22499
C 0.89262 -0.35129 -1.28550
C 2.15047 -0.55119 0.93977
C -1.69370 0.62440 -1.43183
B -0.20138 0.58113 -2.09036
H 2.52581 0.84274 -0.62850
H -0.35760 0.12765 -3.22658
H -4.23666 -1.74872 -1.04514
H 0.48670 -1.28890 -0.89863
H 1.64145 -0.64899 -2.01904
H -2.75492 -0.79146 -2.59364
H -1.69763 -1.49761 -1.35813
H -4.22666 -0.05696 -0.53585
H 1.05523 1.18816 0.22256
H 3.08132 -1.00275 0.61048
H 1.46209 -1.36180 1.12894
H 0.27749 1.71153 -2.19277
H -2.29172 1.35908 -1.96001
H -3.27572 -1.25877 0.33157
```

Calculated values
HOMO-LUMO gap, eV: 8.5
E_HOMO, eV: -5.082
Net charge: -1
Lowest unoccupied orbital energy, eV: 3.4

Record 3
Entry from the OMol25 dataset: a molecular structure, C29H19BrCl7N4O5SW (wB97M-V/def2-TZVPD).

The geometry in XYZ format:
```
67
Properties=species:S:1:pos:R:3
W -0.32562 -0.13767 -0.01500
Br 4.39576 -0.59044 -5.01445
Cl -0.31105 4.12217 4.24514
Cl -0.13987 2.41272 -2.59075
Cl -3.55522 0.70178 0.22433
Cl 1.06902 1.77761 2.96497
Cl -4.94214 2.78523 1.92099
Cl -2.45316 4.33825 -0.45166
Cl -3.32328 4.63638 3.80449
S 2.07922 3.81899 0.42123
O -2.06648 0.02956 -3.39186
O 1.31891 0.05232 0.85786
O -1.50456 -0.88149 -1.40576
O -1.51060 -1.35042 1.07133
O -3.63015 -1.70711 2.64152
N 0.44203 -2.25011 0.06708
N -0.54463 -3.21420 0.20662
N 0.41019 5.30076 -1.01436
N 2.45614 4.91118 -1.96552
C -1.62596 0.15344 -2.29289
C 2.76811 -1.76674 0.38207
C 1.99661 -1.33436 -3.66928
C -2.56677 1.63016 1.31285
C -2.96760 -4.65329 0.53925
C -3.24732 2.57552 2.07212
C -0.53321 2.13974 2.39532
C 3.04543 -0.43489 -3.68343
C 2.56601 -0.43920 0.78185
C 1.09482 -0.23752 -1.70078
C 1.02730 -1.22519 -2.67896
C -1.05864 1.32987 -1.55259
C -1.18280 1.40293 1.38747
C -1.17356 3.15593 3.10888
C 2.14659 0.67635 -1.77203
C -3.72022 -2.89599 2.01849
C 3.12643 0.58065 -2.74850
C 1.64981 -2.65704 0.18774
C 4.92246 -0.11345 0.97713
C -5.00373 -4.91951 1.76055
C -4.83131 -3.68004 2.33739
C -2.77004 -3.39281 1.11275
C 4.07728 -2.25082 0.29532
C -2.53106 3.38581 2.93656
C -4.07137 -5.41600 0.85064
C 1.59550 4.71474 -0.91916
C -1.55871 -2.64304 0.76355
C 3.64055 0.38662 1.09230
C 5.14849 -1.43003 0.57534
H 0.20795 -1.93354 -2.68421
H -1.82360 1.97661 -1.11278
H 2.21084 1.49935 -1.06580
H 0.13369 5.70947 -1.89400
H 3.94066 1.29274 -2.77799
H 1.81341 -3.73081 0.24565
H 1.92895 -2.11150 -4.41847
H -5.87744 -5.50643 2.01515
H -2.92164 -1.18252 2.23096
H -0.39769 4.97280 -0.46336
H 5.76132 0.53581 1.19242
H 6.15856 -1.80576 0.48492
H 3.44774 1.41689 1.35886
H 2.06367 5.08512 -2.87739
H -2.22662 -5.01111 -0.16252
H 3.27921 4.33518 -1.94077
H -4.21354 -6.38382 0.38964
H 4.23473 -3.27940 -0.00644
H -5.54777 -3.27640 3.03997
```

Calculated values
HOMO-LUMO gap, eV: 6.3
E_HOMO, eV: -5.333
Net charge: -1
Energy above the lowest of the compared OMol25 structures with the same formula, charge and spin, eV: 0.000
Lowest unoccupied orbital energy, eV: 1.0